No. 1
{
  "formula": "C11H15Cl2O2PdSc",
  "method": "wB97M-V/def2-TZVPD",
  "e_homo_ev": [-7.70, -9.07],
  "spin_multiplicity": 5,
  "symbols": ["Sc", "Cl", "C", "C", "H", "H", "H", "H", "H", "H", "Pd", "C", "C", "H", "H", "H", "H", "H", "Cl", "C", "C", "C", "C", "C", "C", "C", "O", "O", "H", "H", "H", "H"],
  "coordinates": [[1.47, 1.86, -1.36], [0.42, 3.21, -2.97], [2.60, 0.38, -2.60], [3.21, 3.23, -0.88], [3.60, 0.78, -2.81], [2.71, -0.65, -2.22], [2.04, 0.33, -3.55], [4.07, 2.85, -1.46], [3.57, 3.51, 0.12], [2.88, 4.16, -1.38], [1.58, 0.00, 0.54], [0.82, 2.13, 0.81], [3.12, 1.08, 0.18], [1.55, 2.69, 1.41], [0.25, 2.86, 0.17], [0.06, 1.65, 1.43], [3.39, 1.68, 1.07], [4.00, 0.61, -0.28], [-5.76, -4.33, 1.99], [-4.44, -3.37, 1.48], [-4.64, -2.04, 1.09], [-3.55, -1.26, 0.69], [-2.25, -1.78, 0.70], [-2.06, -3.11, 1.10], [-3.15, -3.91, 1.47], [-1.04, -0.93, 0.35], [-1.09, 0.05, -0.44], [0.02, -1.34, 0.99], [-5.65, -1.65, 1.08], [-3.71, -0.23, 0.40], [-1.06, -3.53, 1.15], [-2.99, -4.95, 1.73]],
  "nbo_charge": [1.27, -0.49, -0.59, -1.04, 0.24, 0.23, 0.25, 0.21, 0.22, 0.23, 0.84, -0.88, -0.80, 0.23, 0.23, 0.24, 0.19, 0.18, 0.02, -0.03, -0.24, -0.17, -0.15, -0.16, -0.24, 0.78, -0.68, -0.80, 0.23, 0.23, 0.24, 0.23]
}

***

No. 2
{
  "formula": "C11H15ClLaNO2RuS2",
  "method": "wB97M-V/def2-TZVPD",
  "e_homo_ev": [-2.53, -4.34],
  "spin_multiplicity": 6,
  "total_charge": -1,
  "symbols": ["Ru", "Cl", "C", "C", "H", "H", "H", "H", "H", "H", "La", "C", "C", "H", "H", "H", "H", "H", "O", "S", "O", "N", "C", "S", "C", "C", "C", "C", "C", "C", "H", "H", "H", "H"],
  "coordinates": [[3.36, -1.73, -2.06], [2.28, -3.05, -0.45], [4.96, -0.61, -2.59], [3.82, -3.21, -3.30], [5.23, -0.88, -3.63], [4.64, 0.43, -2.50], [5.81, -0.81, -1.92], [4.41, -2.83, -4.15], [2.81, -3.54, -3.62], [4.34, -4.03, -2.78], [0.68, -1.01, 0.51], [2.28, 1.27, 0.74], [0.35, -0.04, -1.42], [2.45, 0.49, -0.05], [2.22, 2.25, 0.25], [3.08, 1.26, 1.48], [-0.29, -0.58, -2.15], [0.56, 1.01, -1.68], [-3.13, -2.21, 2.57], [-2.84, -1.29, 1.50], [-2.84, -1.73, 0.11], [-1.27, -0.64, 1.73], [-1.21, 0.70, 1.85], [0.36, 1.47, 1.79], [-2.54, 1.29, 1.94], [-2.93, 2.63, 2.09], [-4.28, 2.98, 2.09], [-5.26, 1.98, 1.95], [-4.88, 0.63, 1.82], [-3.53, 0.32, 1.78], [-2.12, 3.35, 2.19], [-4.56, 4.02, 2.19], [-6.31, 2.27, 1.95], [-5.64, -0.16, 1.77]],
  "mulliken_spin": [2.13, 0.04, -0.08, -0.09, 0.03, 0.02, 0.01, 0.01, 0.03, 0.02, 0.12, 0.69, 0.77, -0.04, -0.03, -0.02, 0.02, 0.03, 0.01, 0.03, 0.03, 0.15, 0.39, 0.31, 0.05, 0.12, -0.05, 0.19, -0.08, 0.15, 0.01, 0.00, 0.02, 0.00]
}

***

No. 3
{
  "formula": "C11H15FN2",
  "method": "wB97M-V/def2-TZVPD",
  "smiles": "CN1C[C@H](CF)C[C@@H]1c1cccnc1",
  "e_homo_ev": -8.57,
  "symbols": ["C", "N", "C", "C", "C", "F", "C", "C", "C", "C", "C", "C", "N", "C", "H", "H", "H", "H", "H", "H", "H", "H", "H", "H", "H", "H", "H", "H", "H"],
  "coordinates": [[0.02, 2.03, -1.14], [0.71, 1.03, -0.44], [2.12, 1.17, -0.08], [2.30, -0.18, 0.65], [2.98, -1.41, 0.04], [4.25, -1.31, -0.44], [0.88, -0.38, 1.28], [-0.12, 0.50, 0.69], [-1.40, -0.03, 0.25], [-1.50, -1.02, -0.77], [-2.83, -1.30, -1.01], [-3.96, -0.98, -0.31], [-3.82, -0.16, 0.75], [-2.54, 0.30, 0.98], [0.16, 3.02, -0.65], [-1.06, 1.93, -1.08], [0.50, 1.89, -2.21], [2.41, 1.98, 0.58], [2.58, 1.18, -1.09], [2.99, 0.10, 1.31], [2.96, -2.13, 0.87], [2.38, -1.78, -0.73], [0.36, -1.34, 0.85], [0.89, -0.52, 2.37], [-0.32, 1.29, 1.36], [-0.55, -1.49, -1.27], [-2.75, -2.21, -1.72], [-5.04, -1.27, -0.70], [-2.59, 1.07, 1.66]],
  "nbo_charge": [-0.41, -0.44, -0.21, -0.26, 0.08, -0.35, -0.39, -0.09, -0.07, -0.17, -0.27, 0.02, -0.39, 0.00, 0.16, 0.21, 0.20, 0.17, 0.21, 0.19, 0.16, 0.15, 0.21, 0.23, 0.17, 0.25, 0.21, 0.22, 0.20]
}

***

Looking at electronic energy for the records above, in order, we have -64964.0089 -54863.9676 -17344.3661 eV.